Here is 2 unconnected molecules or ions with the total composition C7H6O6S at a distorted geometry from OMol25. Energies are from the ωB97M-V functional and the def2-TZVPD basis.

Output
HOMO level (alpha / beta): 1.8503 / -1.5210 eV
E_LUMO (alpha / beta): 6.15 / 4.10 eV
Total charge: -2
M: 218.19 g/mol
Spin multiplicity: 3
Expectation value of S²: 2.0210

Last column: Mulliken charge in e.
Element x y z (Å)
C1 -1.609 -0.445 1.213  -0.4415
C2 -1.682 0.872 0.727  -0.2847
C3 -0.971 -1.499 0.509  -0.5034
C4 -1.009 1.155 -0.452  -0.2912
C5 0.053 0.484 -2.598  0.5753
C6 -0.413 -1.219 -0.762  0.3245
C7 -0.333 0.136 -1.178  0.1267
O1 0.407 -0.496 -3.314  -0.8393
O2 2.042 -0.388 2.718  -0.6740
O3 -0.228 1.601 -3.079  -0.7719
O4 2.821 0.383 0.360  -0.6342
O5 1.983 1.967 1.922  -0.7322
O6 0.295 -2.161 -1.426  -0.5383
S1 1.687 0.711 1.199  0.8602
H1 -2.123 -0.637 2.123  0.3284
H2 -2.313 1.534 1.353  0.2530
H3 -0.841 -2.542 0.841  0.2767
H4 -1.071 2.077 -1.043  0.2847
H5 2.730 0.127 3.126  0.2141
H6 0.572 -1.659 -2.239  0.4671